A cluster of 2 separate species, C17H21F3IN3O7 in total. Source: OMol25; level of theory: the ωB97M-V functional and the def2-TZVPD basis.

```
52
Properties=species:S:1:pos:R:3
C -0.191 -4.340 -1.459
O 0.072 -3.672 -2.743
C 0.898 -2.465 -2.588
C 0.159 -1.202 -1.851
C 0.729 -0.804 -0.333
N 0.191 0.332 0.511
I 0.949 0.849 2.378
C -0.968 1.147 -0.020
C -1.676 0.907 -1.515
C -2.922 1.906 -1.885
C -4.132 1.752 -0.781
O -3.957 2.349 0.426
N -5.410 0.962 -0.961
C -6.017 1.126 -2.337
C -5.267 -0.489 -0.557
C -1.064 -0.290 -2.451
C -1.661 -0.572 -3.953
O -2.117 0.400 -4.787
O -1.689 -1.949 -4.524
O -2.555 -2.042 -5.493
C -3.545 -3.059 -5.005
N -4.604 -3.511 -4.367
H 0.657 -5.121 -1.155
H -1.165 -5.010 -1.628
H -0.459 -3.610 -0.581
H 1.862 -2.765 -1.953
H 1.336 -2.056 -3.619
H 1.625 -1.452 0.109
H -1.374 2.021 0.666
H -3.374 1.768 -2.955
H -2.508 3.019 -1.781
H -7.197 0.995 -2.245
H -5.761 2.206 -2.708
H -5.604 0.311 -3.103
H -5.154 -0.518 0.625
H -4.361 -1.001 -1.114
H -6.287 -1.031 -0.797
C 6.962 0.900 5.071
C 5.926 1.674 5.864
O 5.329 2.737 5.131
C 4.251 2.439 4.201
O 3.297 1.730 4.798
C 4.744 1.815 2.836
F 5.919 2.384 2.437
F 3.863 2.059 1.825
F 4.954 0.476 2.855
H 7.567 1.567 4.449
H 7.623 0.347 5.747
H 6.492 0.165 4.418
H 6.449 2.156 6.698
H 5.188 1.006 6.321
H 3.979 3.456 3.881
```

Output
Total charge: 0
Lowest unoccupied orbital energy (eV): -3.4180
F_max (eV/Å): 12.0

A structure of composition C25H35Br39ClN2O. Source: OMol25; level of theory: the ωB97M-V functional and the def2-TZVPD basis.

```
103
Properties=species:S:1:pos:R:3
C 3.485 -1.479 1.158
C 1.973 -0.924 0.708
N 1.608 0.327 1.139
C 1.078 -1.954 -0.199
C -0.373 -1.300 -0.713
Cl -0.127 0.299 -1.669
C -0.991 -2.381 -1.777
C -2.203 -3.226 -1.068
C -1.733 -4.284 0.092
C -2.857 -4.169 -2.286
N -3.288 -2.262 -0.674
O -4.483 -2.847 -0.486
C -2.907 -1.297 0.410
C -3.477 -1.675 1.916
C -3.650 0.151 0.020
C -1.322 -0.958 0.574
H 3.771 -2.414 0.484
H 3.492 -1.853 2.273
H 4.328 -0.681 1.004
H 2.449 0.668 1.691
H 0.907 -2.992 0.337
H 1.664 -2.195 -1.209
H -0.179 -3.048 -2.318
H -1.494 -1.739 -2.649
H -2.368 -5.270 0.148
H -1.675 -3.733 1.123
H -0.610 -4.589 -0.173
H -1.952 -4.872 -2.624
H -3.141 -3.546 -3.239
H -3.694 -4.892 -1.902
H -4.643 -1.892 1.937
H -3.344 -0.678 2.559
H -2.857 -2.496 2.473
H -4.327 0.004 -0.952
H -2.847 0.987 -0.256
H -4.357 0.496 0.887
H -0.922 -1.615 1.486
H -1.228 0.168 0.959
C -2.924 3.893 -1.651
Br -3.513 3.897 0.203
Br -3.791 2.491 -2.683
Br -3.136 5.640 -2.481
H -1.852 3.670 -1.645
C 1.129 -2.704 5.098
Br 3.005 -3.149 4.841
Br 0.805 -0.796 4.909
Br -0.030 -3.753 3.939
H 0.876 -2.971 6.130
C 3.834 2.508 -1.080
Br 4.488 2.271 0.737
Br 2.155 3.489 -1.123
Br 5.176 3.319 -2.232
H 3.632 1.509 -1.479
C 2.108 6.058 -3.950
Br 3.451 7.386 -4.416
Br 0.574 6.860 -3.063
Br 1.580 4.992 -5.489
H 2.571 5.374 -3.231
C 2.948 -0.091 8.155
Br 4.845 -0.095 8.584
Br 2.019 -1.596 8.966
Br 2.108 1.605 8.603
H 2.865 -0.212 7.070
C 5.075 -5.536 -0.034
Br 6.501 -4.634 -1.002
Br 5.152 -5.168 1.875
Br 3.324 -5.129 -0.779
H 5.234 -6.612 -0.159
C 2.348 -3.779 -5.060
Br 4.245 -3.784 -4.631
Br 1.419 -5.284 -4.248
Br 1.508 -2.083 -4.611
H 2.265 -3.900 -6.145
C 0.608 9.909 -5.973
Br 1.951 11.237 -6.439
Br -0.926 10.711 -5.086
Br 0.080 8.843 -7.512
H 1.071 9.225 -5.254
C 1.403 -8.922 -0.409
Br 3.292 -9.045 0.037
Br 0.566 -7.369 0.410
Br 1.109 -8.972 -2.332
H 0.916 -9.807 0.012
C 6.497 1.774 5.246
Br 5.266 0.347 4.762
Br 8.031 1.102 6.234
Br 7.035 2.821 3.698
H 5.955 2.449 5.916
C -4.303 -7.431 -4.388
Br -5.534 -8.858 -4.872
Br -2.769 -8.103 -3.400
Br -3.765 -6.383 -5.936
H -4.845 -6.755 -3.718
C -2.943 7.670 2.552
Br -3.193 9.574 2.866
Br -4.523 6.643 3.037
Br -2.376 7.306 0.728
H -2.133 7.341 3.211
C -7.283 11.131 1.844
Br -8.748 9.965 2.371
Br -6.307 11.807 3.385
Br -6.102 10.273 0.559
H -7.728 11.996 1.342
```

Output
<S²>: 0.75
Total charge: 0
Lowest unoccupied orbital energy (spin up / spin down) (eV): -0.6120 / -0.6152
F_max (eV/Å): 5.5
2S+1: 2

A cluster of 11 separate species, C35H77Cl6O18P3 in total. Source: OMol25; level of theory: the ωB97M-V functional and the def2-TZVPD basis.

```
139
Properties=species:S:1:pos:R:3
C 2.295 -2.032 -4.617
O 3.088 -2.735 -3.609
P 4.095 -3.867 -3.931
O 5.451 -3.560 -4.330
O 3.196 -4.635 -4.951
C 3.864 -5.755 -5.617
O 4.233 -4.633 -2.565
C 3.195 -4.730 -1.532
H 1.569 -2.725 -5.004
H 2.914 -1.606 -5.446
H 1.862 -1.283 -4.026
H 4.829 -5.415 -5.981
H 3.193 -5.996 -6.461
H 3.934 -6.601 -4.960
H 3.435 -4.137 -0.629
H 3.148 -5.773 -1.220
H 2.241 -4.336 -1.951
C -4.683 4.071 -3.154
O -3.496 4.887 -2.817
P -2.076 4.336 -3.234
O -2.077 3.926 -4.625
O -1.830 3.105 -2.310
C -0.740 2.185 -2.636
O -1.128 5.546 -2.918
C -1.037 6.553 -4.012
H -4.483 3.012 -3.109
H -5.054 4.362 -4.193
H -5.425 4.438 -2.452
H -0.828 1.264 -2.010
H 0.184 2.684 -2.368
H -0.785 1.962 -3.683
H -0.565 6.122 -4.848
H -0.392 7.327 -3.560
H -2.047 6.906 -4.244
C -4.530 -0.063 3.735
O -4.630 -0.916 2.566
P -5.027 -0.350 1.213
O -6.154 0.643 1.176
O -5.298 -1.521 0.239
C -4.528 -2.700 -0.031
O -3.734 0.301 0.630
C -3.715 1.303 -0.356
H -5.551 -0.021 4.227
H -4.160 0.945 3.472
H -3.889 -0.564 4.425
H -3.484 -2.592 0.308
H -4.619 -2.854 -1.083
H -4.811 -3.607 0.466
H -2.814 2.003 -0.142
H -4.583 1.913 -0.311
H -3.568 0.806 -1.325
C 5.410 -0.790 -1.903
C 6.310 0.483 -1.690
C 6.920 0.294 -0.281
O 6.231 -0.781 0.331
C 5.763 -1.652 -0.666
H 5.589 -1.260 -2.958
H 4.341 -0.552 -1.828
H 5.761 1.423 -1.811
H 7.123 0.450 -2.402
H 6.819 1.087 0.467
H 8.017 0.117 -0.292
H 4.873 -2.122 -0.308
H 6.539 -2.405 -0.858
C -1.502 -4.741 -1.201
C -0.796 -5.910 -1.878
C -0.413 -5.313 -3.231
O -0.751 -3.922 -3.259
C -0.837 -3.577 -1.875
H -1.336 -4.771 -0.119
H -2.579 -4.745 -1.330
H -1.435 -6.768 -1.992
H 0.048 -6.074 -1.269
H -0.912 -5.809 -4.051
H 0.615 -5.384 -3.473
H -1.471 -2.686 -1.782
H 0.187 -3.460 -1.436
C -4.652 5.902 1.535
C -5.622 5.813 2.678
C -5.700 4.323 2.928
O -4.355 3.874 2.796
C -3.681 4.821 1.977
H -4.183 6.871 1.423
H -5.215 5.719 0.611
H -6.639 6.225 2.452
H -5.173 6.312 3.541
H -6.324 3.753 2.282
H -6.049 4.147 3.983
H -3.199 4.286 1.213
H -2.840 5.246 2.570
C 3.910 1.166 3.838
C 2.837 2.160 4.349
C 3.257 3.516 3.749
O 3.975 3.223 2.619
C 4.540 1.906 2.683
H 3.475 0.267 3.392
H 4.610 0.874 4.645
H 2.880 2.219 5.435
H 1.858 1.821 4.080
H 3.858 4.139 4.441
H 2.364 4.069 3.499
H 5.611 1.971 2.751
H 4.340 1.433 1.711
C 0.766 -0.315 1.049
C 2.080 -0.656 0.283
C 1.628 -0.700 -1.157
O 0.166 -0.522 -1.208
C -0.293 -0.747 0.126
H 0.705 0.724 1.301
H 0.654 -0.854 1.992
H 2.461 -1.640 0.584
H 2.852 0.051 0.540
H 1.879 -1.717 -1.593
H 1.972 0.152 -1.733
H -0.690 -1.807 0.329
H -1.157 -0.099 0.150
C -0.160 -4.430 3.719
C -1.103 -3.356 4.340
C -1.863 -2.707 3.142
O -1.426 -3.508 2.017
C -0.088 -3.937 2.288
H -0.576 -5.424 3.806
H 0.796 -4.359 4.227
H -0.595 -2.663 4.899
H -1.840 -3.750 5.048
H -1.484 -1.693 2.909
H -2.953 -2.676 3.123
H 0.531 -3.020 2.195
H 0.339 -4.608 1.569
C 1.802 3.888 0.381
Cl 2.406 2.642 -0.759
Cl 0.173 3.462 0.897
Cl 1.931 5.558 -0.193
H 2.409 3.950 1.244
C -1.840 2.456 4.377
Cl -2.390 1.666 5.880
Cl -0.932 1.284 3.424
Cl -0.785 3.826 4.631
H -2.758 2.746 3.883
```

Output
Total charge: 0
SMILES string: COP(=O)(OC)OC.COP(=O)(OC)OC.COP(=O)(OC)OC.ClC(Cl)Cl.ClC(Cl)Cl.C1CCOC1.C1CCOC1.C1CCOC1.C1CCOC1.C1CCOC1.C1CCOC1
Lowest unoccupied orbital energy (eV): 0.3769
F_max (eV/Å): 5.5

A structure of composition C34H32N5O5SeTi. Source: OMol25; level of theory: the ωB97M-V functional and the def2-TZVPD basis.

```
78
Properties=species:S:1:pos:R:3
Ti 1.259 -0.499 0.348
C -5.246 2.822 2.183
O -3.850 2.930 2.124
C -3.282 3.202 0.892
C -3.989 3.672 -0.195
C -3.347 3.905 -1.407
C -2.003 3.615 -1.538
C -1.285 3.129 -0.459
C -1.900 2.942 0.781
N -1.175 2.514 1.884
C -0.162 1.533 1.662
N 1.166 1.920 1.901
C 1.977 2.214 0.764
C 2.086 1.284 -0.274
C 2.934 1.612 -1.333
C 3.611 2.822 -1.377
C 3.481 3.735 -0.344
C 2.663 3.437 0.736
O 2.472 4.283 1.819
C 3.190 5.482 1.839
N -0.316 0.508 0.839
C -1.492 0.086 0.290
C -2.779 0.153 0.853
C -3.869 -0.294 0.139
C -3.731 -0.812 -1.140
C -2.466 -0.909 -1.711
C -1.369 -0.471 -1.007
O -0.053 -0.544 -1.458
C 0.158 -0.167 -2.803
H -5.478 2.464 3.185
H -5.621 2.111 1.441
H -5.739 3.787 2.028
H -5.050 3.859 -0.118
H -3.911 4.304 -2.237
H -1.504 3.769 -2.484
H -0.236 2.884 -0.571
H -1.749 2.389 2.711
H 1.233 2.658 2.596
H 3.086 0.904 -2.145
H 4.249 3.071 -2.217
H 4.024 4.667 -0.394
H 2.925 5.971 2.776
H 2.916 6.136 1.001
H 4.274 5.307 1.826
H -2.908 0.528 1.855
H -4.851 -0.234 0.586
H -4.599 -1.154 -1.682
H -2.358 -1.335 -2.699
H 1.241 -0.127 -2.936
H -0.272 0.823 -3.012
H -0.269 -0.900 -3.499
O 2.668 -0.549 1.447
N 3.507 -1.529 1.191
N 3.138 -2.214 0.133
O 2.120 -1.764 -0.630
C 3.787 -3.365 -0.217
C 4.942 -3.764 0.479
C 5.577 -4.934 0.128
C 5.091 -5.726 -0.907
C 3.945 -5.337 -1.588
C 3.292 -4.172 -1.253
H 5.300 -3.144 1.283
H 6.468 -5.238 0.662
H 5.593 -6.646 -1.172
H 3.555 -5.958 -2.387
H 2.381 -3.877 -1.758
Se 0.262 -2.361 2.076
C -1.048 -3.308 1.081
C -2.092 -3.971 1.723
C -3.036 -4.662 0.994
C -2.971 -4.693 -0.391
C -1.922 -4.055 -1.032
C -0.958 -3.380 -0.308
H -2.146 -3.938 2.802
H -3.832 -5.186 1.507
H -3.726 -5.217 -0.962
H -1.858 -4.091 -2.111
H -0.119 -2.905 -0.808
```

Output
Energy above the lowest of the compared OMol25 structures with the same formula, charge and spin (kJ/mol): 33.7
<S²>: 2.03
Total charge: -1
Lowest unoccupied orbital energy (spin up / spin down) (eV): 2.5236 / 2.5207
F_max (eV/Å): 2.2
2S+1: 3

An isolated molecule of C3H10N3PS. Source: OMol25; level of theory: the ωB97M-V functional and the def2-TZVPD basis.

```
18
Properties=species:S:1:pos:R:3
C 2.479 0.806 -0.463
C 1.933 -0.322 -0.905
C 0.647 -0.014 -1.668
N -2.684 -0.142 0.867
N -0.229 -0.734 1.833
N -0.718 -0.665 -0.835
P -1.055 0.134 0.609
S -0.786 2.011 0.714
H 3.270 0.806 0.230
H 2.170 1.809 -0.714
H 2.360 -1.337 -0.902
H 0.545 -0.680 -2.612
H 0.259 1.050 -1.722
H -3.402 0.567 0.772
H -2.814 -0.564 1.805
H -0.082 -1.791 1.678
H -0.294 -0.445 2.770
H -1.600 -0.489 -1.457
```

Output
Energy above the lowest of the compared OMol25 structures with the same formula, charge and spin (kJ/mol): 68.5
Total charge: 0
SMILES string: C=CCNP(N)(N)=S
Lowest unoccupied orbital energy (eV): 0.8510
F_max (eV/Å): 4.3

An isolated molecule of C2H3IO. Source: OMol25; level of theory: the ωB97M-V functional and the def2-TZVPD basis.

```
7
Properties=species:S:1:pos:R:3
C 0.402 0.264 -0.036
C -1.023 0.497 0.171
O -0.102 0.985 1.055
I -2.036 1.900 -1.083
H 0.833 -0.703 0.198
H 0.930 0.846 -0.783
H -1.688 -0.284 0.515
```

Output
Energy above the lowest of the compared OMol25 structures with the same formula, charge and spin (kJ/mol): 120.6
Total charge: 0
SMILES string: I[C@H]1CO1
Lowest unoccupied orbital energy (eV): 0.4770
F_max (eV/Å): 1.5

- Which value of F_max does entry 2 give?
  5.5 eV/Å

- Number 2 is which compound?
  C25H35Br39ClN2O

- The highest F_max belongs to which entry?
  C17H21F3IN3O7